A molecular structure, C23H18Cl4GeKN4O3 in a non-equilibrium geometry. Source: OMol25; level of theory: ωB97M-V with the def2-TZVPD basis set.

total charge: 0
⟨S²⟩: 0.755
multiplicity: 2
LUMO (spin up / spin down): -0.4 / -0.9 eV
DFT total energy: -5849.8242 Ha
relative energy (zero: lowest compared OMol25 entry of this formula, charge and spin): 53.59 kJ/mol
orbital gap (spin up / spin down): 6.8 / 7.4 eV

Geometry as XYZ:
```
54
Properties=species:S:1:pos:R:3:lowdin_charge:R:1
Ge -1.134 0.950 -4.904 0.070
K -0.902 -0.554 -2.091 0.581
Cl -1.472 1.009 -7.195 -0.071
Cl -2.719 -0.535 -4.304 0.044
Cl 0.646 -0.370 -4.735 0.090
Cl 0.123 7.061 -1.391 0.659
O -0.927 1.560 -3.033 -0.520
O -0.352 -1.202 3.836 0.080
O -1.190 0.558 6.187 -0.028
N -2.294 -1.174 4.990 0.086
N -2.345 -1.533 0.216 0.024
N 1.383 -1.768 -1.491 0.033
N 1.297 0.956 -1.137 0.099
C 2.536 -3.868 -1.429 -0.040
C 1.502 2.142 -1.553 -0.079
C -1.562 -1.335 3.852 -0.442
C 4.595 0.074 0.374 -0.067
C -0.707 2.805 -2.638 -0.357
C 4.678 -1.258 0.096 -0.035
C 1.426 -3.051 -1.723 -0.132
C 2.459 -1.173 -0.931 -0.159
C -1.620 3.824 -2.922 -0.005
C 3.621 -3.293 -0.835 -0.007
C -3.528 -2.141 0.225 -0.124
C -1.604 -0.781 6.199 -0.257
C 0.475 3.113 -1.933 -0.116
C -1.764 -1.301 1.383 -0.065
C -2.332 -1.647 2.609 -0.108
C 3.469 0.821 -0.021 -0.017
C 0.726 4.439 -1.580 -0.060
C 3.606 -1.909 -0.554 -0.149
C -1.374 5.126 -2.536 -0.095
C -0.199 5.427 -1.867 -0.675
C -3.565 -2.286 2.603 -0.010
C 2.427 0.237 -0.705 -0.195
C -4.174 -2.539 1.386 -0.042
H 3.425 1.870 0.238 0.110
H 1.642 4.693 -1.066 0.113
H -0.795 -0.817 1.368 0.126
H 0.542 -3.496 -2.168 0.114
H -4.032 -2.601 3.526 0.117
H 5.546 -1.836 0.386 0.113
H 2.519 2.548 -1.606 0.133
H -0.747 -1.451 6.315 0.130
H -5.129 -3.041 1.329 0.108
H -2.086 5.909 -2.759 0.109
H 4.494 -3.876 -0.572 0.119
H -2.283 -0.900 7.042 0.128
H -3.979 -2.318 -0.744 0.115
H -3.265 -0.925 4.894 0.137
H 2.507 -4.921 -1.663 0.105
H 5.396 0.574 0.901 0.107
H -2.528 3.579 -3.456 0.118
H -0.434 0.623 5.589 0.087
```

---

A molecular structure, C24H26AuBrF4N3P. Source: OMol25; level of theory: ωB97M-V with the def2-TZVPD basis set.

total charge: +4
LUMO (spin up / spin down): -14.1 / -14.1 eV
DFT total energy: -4543.4022 Ha
relative energy (zero: lowest compared OMol25 entry of this formula, charge and spin): 0.00 kJ/mol
orbital gap (spin up / spin down): 6.2 / 6.2 eV

Geometry as XYZ:
```
60
Properties=species:S:1:pos:R:3:lowdin_charge:R:1
Au 0.281 0.211 1.090 0.806
Br -1.027 0.977 3.055 1.039
P -1.699 0.864 -0.161 1.037
F -3.527 0.515 4.597 0.162
F -6.531 -0.221 1.070 0.228
F -6.023 -0.025 3.725 0.248
F -4.568 0.139 -0.701 0.169
N 1.303 -0.555 -0.599 -0.004
N 2.230 -0.277 2.178 -0.003
N 5.966 -1.411 0.098 0.241
C 4.614 -2.067 0.345 -0.237
C -2.131 -0.371 -3.961 -0.002
C -3.772 0.426 3.310 -0.227
C -5.075 0.146 2.860 -0.088
C -2.297 3.493 0.266 -0.040
C -5.330 0.042 1.500 -0.102
C -1.892 -1.545 -1.432 -0.101
C -2.140 4.846 0.032 -0.002
C -0.319 4.386 -1.507 -0.017
C -1.774 -0.150 -1.592 -0.402
C -1.157 5.290 -0.848 0.026
C -2.121 -2.336 -2.538 -0.018
C 4.198 -1.874 1.821 -0.065
C -2.774 0.589 2.384 -0.509
C -2.241 -1.747 -3.801 0.021
C -1.468 2.578 -0.409 -0.370
C -4.290 0.219 0.584 -0.173
C 2.122 -1.833 -0.415 -0.270
C -0.467 3.033 -1.292 -0.095
C 3.623 -1.629 -0.758 -0.056
C -1.896 0.440 -2.862 -0.038
C -2.990 0.496 1.006 -0.316
C 2.685 -1.710 2.053 -0.308
C 1.913 -2.443 0.965 -0.115
H 2.257 -3.480 0.936 0.158
H 1.696 -2.513 -1.150 0.158
H -2.252 0.074 -4.939 0.139
H -2.239 -3.406 -2.428 0.134
H 1.889 0.198 -0.959 0.109
H 0.846 -2.500 1.196 0.118
H -1.859 1.515 -2.984 0.118
H 4.843 -3.121 0.188 0.168
H 0.167 2.333 -1.825 0.104
H 3.823 -0.599 -1.074 0.127
H -1.854 -1.997 -0.444 0.117
H 3.837 -2.237 -1.638 0.143
H 0.434 4.750 -2.193 0.134
H 5.951 -0.393 0.202 0.181
H -1.043 6.352 -1.029 0.142
H 2.938 0.372 1.842 0.107
H 4.492 -2.777 2.358 0.147
H 6.669 -1.771 0.755 0.195
H 0.598 -0.721 -1.323 0.081
H -2.788 5.558 0.526 0.139
H 2.455 -2.171 3.012 0.163
H -3.073 3.151 0.938 0.119
H 2.148 -0.060 3.170 0.110
H 6.323 -1.620 -0.842 0.193
H -2.442 -2.370 -4.663 0.141
H 4.757 -1.067 2.306 0.136
```

---

3 unconnected molecules or ions with the total composition C22H40N4O7P2S2 in a non-equilibrium geometry. Source: OMol25; level of theory: ωB97M-V with the def2-TZVPD basis set.

total charge: 0
SMILES: CCOP(=O)(CCCO[P@](=O)(O)OCCCSC(=S)n1ccnc1)OCC.CCCC#N.CCCC#N
LUMO: -1.0 eV
DFT total energy: -3087.1858 Ha
orbital gap: 7.7 eV

Geometry as XYZ:
```
77
Properties=species:S:1:pos:R:3:lowdin_charge:R:1
S -3.657 3.543 0.922 0.758
S -3.066 2.314 -1.690 0.852
P 0.511 -2.166 0.694 0.410
P 4.563 1.125 -0.731 0.538
O 1.081 -2.810 -0.677 -0.094
O -0.257 -3.231 1.367 -0.256
O 3.830 0.226 -1.648 -0.273
O 3.790 2.541 -0.622 -0.215
O -0.559 -0.977 0.359 -0.194
O 6.025 1.383 -1.404 -0.199
O 1.704 -1.627 1.636 -0.166
N -3.931 -0.409 2.915 0.144
N -0.374 6.148 -1.124 0.072
N -1.628 4.423 -0.456 -0.159
N -2.752 -2.298 -3.618 0.174
C -0.545 4.451 0.408 -0.099
C 4.907 0.342 0.881 -0.192
C -1.449 5.436 -1.331 -0.197
C -2.522 -0.366 -1.035 -0.211
C 2.797 -1.134 0.767 -0.225
C -2.705 3.490 -0.387 -1.059
C -5.054 -5.188 -3.991 -0.110
C -1.841 0.964 -1.424 -0.452
C -3.171 -1.171 3.332 -0.230
C 0.189 5.528 -0.011 -0.159
C -4.231 -5.295 -2.712 -0.259
C -3.309 -3.015 -2.909 -0.235
C 6.108 2.621 -2.145 -0.271
C 3.661 -0.198 1.613 -0.188
C -4.027 -3.943 -2.019 -0.173
C -1.341 -1.391 -0.806 -0.219
C 2.344 2.990 1.274 -0.064
C -2.475 -2.386 5.352 -0.262
C 5.319 2.609 -3.482 -0.071
C 2.413 2.445 -0.191 -0.225
C -2.349 -1.120 6.192 -0.114
C -2.201 -2.145 3.863 -0.190
H -2.523 -1.343 7.246 0.070
H 3.335 2.778 1.711 0.072
H 1.979 1.444 -0.290 0.095
H -4.556 -4.567 -4.737 0.071
H -3.261 -5.737 -2.948 0.114
H -2.290 -3.074 3.301 0.111
H -1.289 0.847 -2.367 0.082
H -3.479 -2.799 5.480 0.110
H 2.120 4.059 1.308 0.053
H 5.407 1.078 1.533 0.102
H -3.446 -4.073 -1.104 0.115
H -2.099 5.696 -2.163 0.135
H -1.771 -3.133 5.724 0.108
H 4.026 -0.803 2.463 0.128
H 1.842 3.148 -0.816 0.115
H 1.388 -2.125 -1.298 0.092
H 3.011 0.568 2.054 0.095
H 4.857 3.582 -3.706 0.079
H -1.192 -1.761 3.714 0.111
H 3.339 -2.012 0.389 0.137
H -0.308 3.792 1.234 0.110
H -1.352 -0.685 6.098 0.075
H -3.127 -0.741 -1.866 0.069
H 2.314 -0.642 -0.089 0.069
H -6.038 -4.760 -3.789 0.077
H -1.176 1.257 -0.597 0.076
H 6.041 2.434 -4.298 0.072
H 7.170 2.729 -2.421 0.114
H -0.712 -1.310 -1.707 0.110
H 1.635 2.376 1.853 0.075
H -1.692 -2.414 -0.627 0.101
H 5.892 3.512 -1.536 0.108
H 1.113 5.921 0.409 0.097
H 4.581 1.800 -3.546 0.066
H -4.733 -5.974 -2.020 0.109
H -5.199 -6.174 -4.433 0.073
H 5.642 -0.457 0.693 0.110
H -3.180 -0.273 -0.160 0.110
H -3.081 -0.367 5.895 0.069
H -4.988 -3.502 -1.750 0.126
```

---

A single C5H7NO2 molecule in a non-equilibrium geometry. Source: OMol25; level of theory: ωB97M-V with the def2-TZVPD basis set.

total charge: 0
LUMO: -0.3 eV
DFT total energy: -399.8163 Ha
relative energy (zero: lowest compared OMol25 entry of this formula, charge and spin): 391.86 kJ/mol
orbital gap: 9.0 eV

Geometry as XYZ:
```
15
Properties=species:S:1:pos:R:3:lowdin_charge:R:1
O 0.931 1.431 -1.283 0.109
O 0.651 -1.255 -1.359 -0.007
N -0.935 -1.199 0.465 0.102
C -0.814 0.153 0.127 -0.316
C -0.547 -1.273 -0.919 -0.260
C 1.885 0.112 0.522 0.002
C 0.881 0.521 -0.516 -0.404
C -1.560 1.217 0.433 0.083
H 2.100 0.981 1.146 0.098
H -1.260 2.197 0.079 0.065
H -1.875 -1.523 0.681 0.134
H 2.787 -0.194 -0.012 0.098
H 1.529 -0.724 1.116 0.081
H -1.356 -1.609 -1.579 0.153
H -2.417 1.163 1.097 0.061
```

---

Among the records above, which one has the highest DFT total energy? C5H7NO2

---

What is the formula in the second record? C24H26AuBrF4N3P